No. 1
C5H5NO in the gas phase, computed with ωB97M-V with the def2-TZVPD basis set.

LUMO energy, eV: 0.8
Molar mass, u: 95.10
Energy above the lowest of the compared OMol25 structures with the same formula, charge and spin, kcal/mol: 81.08
E, eV: -8799.903
Structure (SMILES): CC1=C[C@@H]1N=C=O

Bonds (Å) are listed after each position.
CARTESIAN COORDINATES (ANGSTROEM)
1 C -1.32607 1.47768 0.87888  C2 1.436, H8 1.128, H9 1.044, H10 1.013
2 C -0.42714 0.96929 -0.11894  C1 1.436, C3 1.265, C4 1.715
3 C 0.04494 0.59727 -1.23225  C2 1.265, C4 1.520, H11 1.060
4 C 0.77708 -0.24884 -0.20310  C2 1.715, C3 1.520, N5 1.456, H12 1.144
5 N 0.78333 -1.70469 -0.18410  C4 1.456, C6 1.215
6 C 1.36617 -2.76641 -0.09261  N5 1.215, O7 1.150
7 O 1.61073 -3.88954 -0.04421  C6 1.150
8 H -2.11195 2.13457 0.40746  C1 1.128
9 H -0.85505 1.93808 1.68951  C1 1.044
10 H -1.77935 0.63165 1.20288  C1 1.013
11 H 0.07970 0.72223 -2.28477  C3 1.060
12 H 1.83761 0.13871 -0.01874  C4 1.144

Atomic partial charges in e from the natural (NBO) method, atoms 1 to 4: -0.6581, 0.1228, -0.2175, -0.1098

=====

No. 2
A gas-phase ion, C5H8FN4 (charge +1), computed with ωB97M-V with the def2-TZVPD basis set.

LUMO energy (spin up / spin down), eV: -4.3 / -4.3
Total charge: +1
Molar mass, u: 143.15
Energy above the lowest of the compared OMol25 structures with the same formula, charge and spin, kcal/mol: 170.83
E, eV: -13978.770

Bonds (Å) are listed after each position.
CARTESIAN COORDINATES (ANGSTROEM)
1 C 0.00131 -4.22546 -1.75469  C2 1.315, N6 1.373, H11 1.208
2 C -1.13242 -3.62458 -2.04457  C1 1.315, F10 1.250
3 C 0.15253 -1.70506 -1.08135  N7 1.277, N9 1.370
4 C 0.50641 0.10308 0.56061  N8 1.294, N9 1.351, H12 1.129
5 C -0.77869 2.13820 0.19778  N8 1.459, H13 1.098, H14 1.058, H15 1.078
6 N 0.91739 -3.89291 -0.78820  C1 1.373, N7 1.349
7 N 1.00478 -2.55361 -0.65253  C3 1.277, N6 1.349, H16 1.011
8 N 0.08356 1.25401 0.97427  C4 1.294, C5 1.459, H17 1.025
9 N 0.02330 -0.43680 -0.57989  C3 1.370, C4 1.351, H18 1.049
10 F -1.75911 -3.22005 -3.04778  C2 1.250
11 H -0.09031 -5.42889 -1.80768  C1 1.208
12 H 1.14102 -0.40591 1.34321  C4 1.129
13 H -0.42945 3.17851 0.22789  C5 1.098
14 H -0.59927 1.88921 -0.81438  C5 1.058
15 H -1.79477 1.97602 0.52091  C5 1.078
16 H 1.76194 -2.49254 0.01406  N7 1.011
17 H 0.31226 1.66727 1.88347  N8 1.025
18 H -0.40158 0.17076 -1.32167  N9 1.049

Atomic partial charges in e from the natural (NBO) method, atoms 1 to 4: -0.1999, 0.5272, 0.1507, 0.3802

=====

No. 3
2 unconnected molecules or ions with the total composition C20H38F5N2O2Si, computed with ωB97M-V with the def2-TZVPD basis set.

LUMO energy, eV: 2.0
Total charge: -1
Molar mass, u: 461.61
E, eV: -49888.472

Bonds (Å) are listed after each position.
CARTESIAN COORDINATES (ANGSTROEM)
1 C -2.63372 3.69425 -3.06464  C2 1.662, H20 1.190, H21 1.192, H22 1.181
2 C -3.79021 2.92314 -2.15374  C1 1.662, C3 1.639, N4 1.393
3 C -4.18316 3.51801 -0.67760  C2 1.639, H23 1.189, H24 1.194, H25 1.190
4 N -4.34727 1.78972 -2.74080  C2 1.393, Si5 1.835
5 Si -3.75274 0.29038 -1.86536  N4 1.835, C6 1.928, C10 1.925, H26 1.484
6 C -3.63107 -1.20362 -3.07716  Si5 1.928, C7 1.639, H27 1.170, H28 1.193
7 C -2.42715 -1.09844 -4.18484  C6 1.639, C8 1.643, H29 1.193, H30 1.190
8 C -1.63550 -2.50724 -4.48386  C7 1.643, O9 1.479, H31 1.190, H32 1.191
9 O -1.48305 -3.38317 -3.30240  C8 1.479, H33 1.002
10 C -2.17620 0.61414 -0.80921  Si5 1.925, C11 1.650, H34 1.191, H35 1.170
11 C -1.88292 -0.51588 0.35690  C10 1.650, C12 1.638, H36 1.194, H37 1.170
12 C -3.04874 -0.63551 1.50065  C11 1.638, C13 1.637, H38 1.194, H39 1.194
13 C -2.56125 -0.33909 3.03546  C12 1.637, F14 1.511, F15 1.480, C16 1.639
14 F -3.25961 -1.36444 3.89772  C13 1.511
15 F -1.11416 -0.51931 3.28808  C13 1.480
16 C -3.17321 1.11423 3.48373  C13 1.639, F17 1.493, F18 1.511, F19 1.489
17 F -2.50579 1.64121 4.71122  C16 1.493
18 F -4.63246 0.86970 3.79048  C16 1.511
19 F -3.05821 2.17844 2.44852  C16 1.489
20 H -2.35737 2.99854 -3.99015  C1 1.190
21 H -2.99815 4.76943 -3.42819  C1 1.192
22 H -1.66818 3.75073 -2.38657  C1 1.181
23 H -5.11512 2.97844 -0.17323  C3 1.189
24 H -4.38194 4.68975 -0.79079  C3 1.194
25 H -3.30873 3.44103 0.12594  C3 1.190
26 H -4.83711 -0.02367 -0.90148  Si5 1.484
27 H -3.63020 -2.17812 -2.42917  C6 1.170
28 H -4.65517 -1.21797 -3.68898  C6 1.193
29 H -1.70004 -0.19290 -3.91041  C7 1.193
30 H -2.93937 -0.78026 -5.21056  C7 1.190
31 H -2.10065 -3.09693 -5.40742  C8 1.190
32 H -0.52982 -2.23002 -4.83021  C8 1.191
33 H -1.01270 -2.85089 -2.59578  O9 1.002
34 H -1.24616 0.55602 -1.55134  C10 1.191
35 H -2.11736 1.66629 -0.30078  C10 1.170
36 H -1.82200 -1.56357 -0.21200  C11 1.194
37 H -0.80357 -0.30938 0.75804  C11 1.170
38 H -3.99187 0.07047 1.30745  C12 1.194
39 H -3.50007 -1.74047 1.48092  C12 1.194
40 C 5.51787 -1.70132 0.16051  C41 1.545, H51 1.095, H52 1.097, H53 1.094
41 C 4.03545 -1.62066 0.58673  C40 1.545, C42 1.551, N46 1.475, C50 1.556
42 C 3.89807 -2.02123 2.07900  C41 1.551, C43 1.525, H54 1.097, H55 1.100
43 C 4.44790 -1.00923 3.07844  C42 1.525, C44 1.524, H56 1.097, H57 1.096
44 C 4.41674 0.42895 2.57631  C43 1.524, C45 1.550, H58 1.098, H59 1.098
45 C 3.38048 0.70618 1.45723  C44 1.550, N46 1.474, C48 1.553, C49 1.546
46 N 3.64889 -0.21854 0.34149  C41 1.475, C45 1.474, O47 1.387
47 O 2.78866 -0.04285 -0.73234  N46 1.387
48 C 3.63684 2.16066 0.97744  C45 1.553, H60 1.097, H61 1.097, H62 1.096
49 C 1.95159 0.63942 2.04292  C45 1.546, H63 1.098, H64 1.094, H65 1.095
50 C 3.26432 -2.70859 -0.21532  C41 1.556, H66 1.098, H67 1.095, H68 1.096
51 H 5.63825 -1.46064 -0.90072  C40 1.095
52 H 5.92358 -2.70873 0.31514  C40 1.097
53 H 6.14647 -1.00682 0.72530  C40 1.094
54 H 2.83955 -2.19044 2.31227  C42 1.097
55 H 4.38683 -2.99037 2.25949  C42 1.100
56 H 3.87410 -1.08923 4.01021  C43 1.097
57 H 5.47991 -1.27015 3.34079  C43 1.096
58 H 4.25389 1.10085 3.42927  C44 1.098
59 H 5.41922 0.67727 2.20424  C44 1.098
60 H 4.62451 2.25324 0.50947  C48 1.097
61 H 3.60610 2.86370 1.81931  C48 1.097
62 H 2.88682 2.49495 0.25081  C48 1.096
63 H 1.83753 1.36290 2.86092  C49 1.098
64 H 1.70015 -0.34449 2.44973  C49 1.094
65 H 1.19212 0.88808 1.29401  C49 1.095
66 H 3.66533 -3.70801 -0.00122  C50 1.098
67 H 3.35081 -2.56504 -1.29777  C50 1.095
68 H 2.20004 -2.72292 0.04788  C50 1.096

Atomic partial charges in e from the natural (NBO) method, atoms 1 to 4: -0.7152, 0.4451, -0.7424, -0.9487

=====

No. 4
C23H30N4O in the gas phase, computed with ωB97M-V with the def2-TZVPD basis set.

LUMO energy, eV: 0.6
Molar mass, u: 378.52
Energy above the lowest of the compared OMol25 structures with the same formula, charge and spin, kcal/mol: 26.69
E, eV: -32346.988
Structure (SMILES): Cc1ccc2c(c1)nnn2C1CCN(C(=O)[C@]23C[C@H]4C[C@H](C[C@H](C4)C2)C3)CC1

Bonds (Å) are listed after each position.
CARTESIAN COORDINATES (ANGSTROEM)
1 C 0.46518 6.78310 4.69736  C2 1.499, H29 1.089, H30 1.089, H31 1.087
2 C 0.28830 5.44835 4.03802  C1 1.499, C3 1.410, C7 1.377
3 C 0.68575 4.29209 4.74010  C2 1.410, C4 1.374, H32 1.080
4 C 0.56260 3.02599 4.22191  C3 1.374, C5 1.390, H33 1.080
5 C 0.01648 2.92401 2.94724  C4 1.390, C6 1.417, N10 1.361
6 C -0.38794 4.07354 2.22439  C5 1.417, C7 1.395, N8 1.362
7 C -0.25074 5.34760 2.77533  C2 1.377, C6 1.395, H34 1.078
8 N -0.87425 3.65058 1.02454  C6 1.362, N9 1.268
9 N -0.79784 2.38600 0.97511  N8 1.268, N10 1.340
10 N -0.27214 1.89452 2.10581  C5 1.361, N9 1.340, C11 1.441
11 C -0.04934 0.48084 2.27582  N10 1.441, C12 1.537, C28 1.537, H35 1.095
12 C 1.03047 -0.00718 1.29684  C11 1.537, C13 1.528, H36 1.091, H37 1.091
13 C 0.39184 -0.42331 -0.02723  C12 1.528, N14 1.449, H38 1.087, H39 1.098
14 N -0.41597 -1.60882 0.17575  C13 1.449, C15 1.359, C27 1.459
15 C -0.62129 -2.67495 -0.64084  N14 1.359, O16 1.222, C17 1.538
16 O -1.25901 -3.62405 -0.21111  C15 1.222
17 C -0.08769 -2.70749 -2.08273  C15 1.538, C18 1.540, C25 1.536, C26 1.533
18 C -0.74681 -3.92177 -2.76278  C17 1.540, C19 1.525, H40 1.091, H41 1.091
19 C -0.25872 -4.07584 -4.19937  C18 1.525, C20 1.526, C24 1.527, H42 1.096
20 C -0.61215 -2.82281 -4.99620  C19 1.526, C21 1.526, H43 1.092, H44 1.093
21 C 0.04626 -1.61600 -4.33412  C20 1.526, C22 1.529, C26 1.530, H45 1.096
22 C 1.56331 -1.80228 -4.32114  C21 1.529, C23 1.528, H46 1.092, H47 1.093
23 C 1.91707 -3.07071 -3.54525  C22 1.528, C24 1.526, C25 1.529, H48 1.097
24 C 1.25481 -4.27602 -4.20729  C19 1.527, C23 1.526, H49 1.092, H50 1.093
25 C 1.43043 -2.94249 -2.10099  C17 1.536, C23 1.529, H51 1.091, H52 1.093
26 C -0.46063 -1.46345 -2.89812  C17 1.533, C21 1.530, H53 1.088, H54 1.093
27 C -1.07056 -1.67736 1.47798  N14 1.459, C28 1.520, H55 1.097, H56 1.093
28 C -1.35597 -0.28633 2.01965  C11 1.537, C27 1.520, H57 1.090, H58 1.091
29 H -0.10956 6.82777 5.62182  C1 1.089
30 H 1.51244 6.94692 4.94872  C1 1.089
31 H 0.13440 7.58553 4.04368  C1 1.087
32 H 1.10456 4.41680 5.72823  C3 1.080
33 H 0.87474 2.15550 4.77917  C4 1.080
34 H -0.56237 6.21585 2.21732  C7 1.078
35 H 0.29214 0.33656 3.30585  C11 1.095
36 H 1.75332 0.79076 1.11805  C12 1.091
37 H 1.56342 -0.85601 1.72673  C12 1.091
38 H 1.18036 -0.62521 -0.74830  C13 1.087
39 H -0.22062 0.41124 -0.39303  C13 1.098
40 H -1.83091 -3.79641 -2.74593  C18 1.091
41 H -0.51807 -4.82084 -2.18920  C18 1.091
42 H -0.74524 -4.94749 -4.65099  C19 1.096
43 H -1.69583 -2.68886 -5.02006  C20 1.092
44 H -0.26316 -2.92100 -6.02687  C20 1.093
45 H -0.20335 -0.70818 -4.89552  C21 1.096
46 H 1.93551 -1.88065 -5.34510  C22 1.092
47 H 2.04148 -0.93487 -3.85865  C22 1.093
48 H 3.00536 -3.20539 -3.54317  C23 1.097
49 H 1.51340 -5.18771 -3.66426  C24 1.092
50 H 1.61459 -4.38259 -5.23341  C24 1.093
51 H 1.97296 -2.12924 -1.61641  C25 1.091
52 H 1.65420 -3.85946 -1.55046  C25 1.093
53 H -0.03351 -0.55599 -2.47726  C26 1.088
54 H -1.54726 -1.34954 -2.89889  C26 1.093
55 H -0.44846 -2.24376 2.18268  C27 1.097
56 H -2.00047 -2.23607 1.34710  C27 1.093
57 H -1.93817 -0.36533 2.93814  C28 1.090
58 H -1.94668 0.26920 1.28949  C28 1.091

Atomic partial charges in e from the natural (NBO) method, atoms 1 to 4: -0.6229, -0.0310, -0.1943, -0.2244

=====

Number 1: strongest force on any atom 0.094 Eh/bohr. Number 2: strongest force on any atom 0.115 Eh/bohr. Number 3: strongest force on any atom 0.120 Eh/bohr. Number 4: strongest force on any atom 0.025 Eh/bohr.